Entry 1:
46
Properties=species:S:1:pos:R:3:mulliken_spin:R:1 method="wB97M-V/def2-TZVPD" total_charge=0 spin_multiplicity=5 e_tot_ev=-59073.3619 largest_force_ev_per_a=2.67 e_homo_ev="-6.2 / -7.4" e_above_lowest_kcal_mol=0.0
Cr -0.02 0.03 0.11 3.82
O -1.60 -0.48 -0.82 -0.02
O -0.73 -0.62 1.75 -0.03
N 0.87 0.29 -1.60 -0.10
N 1.26 1.22 1.10 -0.08
N 1.47 -1.53 0.19 -0.01
C 0.13 -4.12 2.37 0.01
C -1.42 -3.33 4.01 0.01
C 0.19 -2.85 1.76 0.03
C -3.78 -0.08 -3.65 0.01
C 2.35 -1.48 -0.95 0.01
C -1.41 -2.09 3.43 0.01
C -1.10 0.42 -2.98 0.00
C 0.29 0.48 -2.76 0.11
C 2.26 -0.06 -1.57 0.03
C -2.93 0.55 -4.57 0.00
C -1.62 0.78 -4.24 0.01
C -3.32 -0.44 -2.41 0.01
C -1.99 -0.17 -2.01 0.00
C -0.63 -1.79 2.28 0.00
C 2.17 3.41 1.54 0.00
C 2.67 1.60 3.01 -0.01
C 1.40 2.53 0.80 0.05
C -0.65 -4.36 3.47 0.00
C 1.08 -2.68 0.65 0.03
C 1.89 0.79 2.21 0.07
C 2.85 2.94 2.66 0.03
H 0.93 0.60 -3.64 0.01
H 1.75 -0.25 2.44 0.00
H 0.74 -4.91 1.96 0.00
H -3.31 0.86 -5.53 0.00
H 2.81 0.65 -0.94 0.00
H -0.96 1.27 -4.94 0.00
H -2.01 -1.29 3.84 0.00
H -2.03 -3.51 4.88 0.00
H -3.97 -0.92 -1.69 0.00
H 2.06 -2.22 -1.72 -0.01
H 3.51 3.58 3.22 0.00
H 3.15 1.19 3.88 0.00
H -0.66 -5.34 3.94 0.00
H 0.88 2.87 -0.09 -0.01
H 1.42 -3.60 0.17 0.00
H 2.26 4.44 1.24 0.00
H -4.81 -0.27 -3.92 0.00
H 2.71 -0.07 -2.58 0.00
H 3.38 -1.68 -0.63 0.00

Entry 2:
51
Properties=species:S:1:pos:R:3:mulliken_spin:R:1 method="wB97M-V/def2-TZVPD" total_charge=+1 spin_multiplicity=2 e_tot_ev=-61265.9620 largest_force_ev_per_a=2.59 e_homo_ev="-11.1 / -11.3" e_above_lowest_kcal_mol=39.1
Ru 0.06 -0.21 -0.13 0.97
S 1.24 2.63 -4.04 0.00
S -2.79 3.58 0.81 0.01
F 1.61 -2.02 -1.19 0.01
F -0.36 -2.96 -1.02 0.00
O 1.99 -2.47 2.81 0.01
N 0.56 1.32 -1.97 0.00
N 0.34 -1.39 1.65 -0.02
N -1.94 -1.19 0.39 -0.02
N -1.13 1.78 0.15 0.05
N 2.03 0.42 0.79 -0.02
C 4.76 0.26 1.11 0.00
C -1.11 2.71 -0.86 0.00
C 0.26 -1.87 -1.52 -0.01
C 1.36 1.25 -2.99 0.00
C 2.82 1.38 0.29 0.01
C 4.19 1.33 0.42 0.00
C -3.03 -1.02 -0.37 0.01
C -0.20 2.48 -1.97 0.02
C -2.12 1.32 2.37 0.00
C -4.16 -2.77 0.78 0.00
C 3.93 -0.71 1.65 0.00
C 2.57 -0.59 1.47 0.01
C 1.61 -1.60 2.05 -0.01
C -1.97 3.75 -0.68 0.00
C 0.04 3.30 -3.02 0.00
C -3.03 -2.94 1.55 0.00
C -1.92 -2.14 1.32 0.00
C -0.66 -2.32 2.10 -0.01
C -1.95 2.10 1.12 -0.01
C 2.30 0.14 -3.29 0.00
C -4.17 -1.79 -0.21 0.00
H -1.30 0.60 2.45 0.00
H -0.86 -2.20 3.17 0.00
H -5.03 -1.63 -0.84 0.00
H 2.55 -0.41 -2.39 0.00
H -2.14 4.59 -1.32 0.00
H -3.07 0.78 2.37 0.00
H 1.83 -0.55 -4.00 0.00
H -2.98 -0.24 -1.12 0.00
H -2.99 -3.70 2.33 0.00
H -0.40 4.26 -3.24 0.00
H -0.31 -3.36 1.99 0.00
H -2.10 1.97 3.25 0.00
H 2.33 2.20 -0.22 0.00
H 3.21 0.51 -3.75 0.00
H -5.04 -3.39 0.93 0.00
H 4.80 2.12 0.00 0.00
H 0.20 -1.94 -2.61 0.00
H 5.84 0.19 1.21 0.00
H 4.32 -1.55 2.21 0.00